Record 1
{
  "formula": "C13H21BrO10S",
  "method": "ωB97M-V with the def2-TZVPD basis set",
  "charge": -2,
  "e_homo_ev": 0.28,
  "largest_force_ev_per_a": 2.28,
  "species": ["C", "C", "O", "C", "C", "C", "C", "C", "Br", "O", "S", "O", "O", "O", "C", "C", "C", "C", "C", "O", "O", "H", "H", "H", "H", "H", "H", "H", "H", "H", "H", "H", "H", "H", "H", "H", "H", "H", "H", "H", "H", "H", "C", "O", "O", "O"],
  "xyz": [[4.24387, -0.61922, 1.41101], [3.35144, -0.59219, 0.18171], [4.23551, -0.41459, -0.94811], [2.30468, 0.53826, 0.19491], [0.84504, 0.03975, 0.39351], [0.38709, -0.82479, -0.78212], [0.41257, -0.12248, -2.14322], [-0.76911, -0.54526, -3.01345], [2.02639, -0.50564, -3.22301], [0.98840, -0.82732, 1.62282], [0.88324, 0.10341, 2.89654], [2.13687, 0.27368, 3.56272], [-0.23428, -0.26736, 3.69912], [0.57721, 1.50526, 2.15345], [-0.12111, 1.06982, 0.95198], [-0.78368, 2.13102, 0.11060], [-2.15797, 1.68404, -0.39750], [-3.21589, 1.84377, 0.73097], [-4.12579, 0.64511, 0.95291], [-5.31200, 0.81012, 1.13252], [-3.52249, -0.52754, 0.98248], [3.69863, -0.84327, 2.32056], [4.96370, -1.43036, 1.26873], [4.82576, 0.29920, 1.49218], [2.89280, -1.57657, 0.08698], [4.29458, -1.26329, -1.39263], [2.41320, 1.09587, -0.73496], [2.56896, 1.19941, 1.01907], [-0.65888, -1.13715, -0.61234], [0.94291, -1.75886, -0.82027], [0.37539, 0.95934, -2.04138], [-0.97089, 0.20522, -3.78314], [-1.66071, -0.69628, -2.39791], [-0.57326, -1.51271, -3.46812], [-0.94729, 0.46641, 1.35582], [-0.99111, 2.96698, 0.78515], [-0.13594, 2.52453, -0.67429], [-2.14852, 0.65448, -0.75808], [-2.46676, 2.30941, -1.23477], [-3.85448, 2.70343, 0.53554], [-2.70714, 2.02226, 1.68232], [-3.25924, -0.74820, 0.02196], [-2.19330, -2.99604, -0.75700], [-2.78209, -3.54777, 0.21326], [-2.56796, -1.77149, -1.17545], [-1.20833, -3.52240, -1.40106]]
}

Record 2
{
  "formula": "C16H17N3O5",
  "method": "ωB97M-V with the def2-TZVPD basis set",
  "charge": 0,
  "e_above_lowest_kcal_mol": 108.0,
  "smiles": "N#Cc1cc([N+](=O)[O-])ccc1NC(=O)COC(=O)CC1CCCC1",
  "e_homo_ev": -9.80,
  "largest_force_ev_per_a": 1.19,
  "species": ["N", "C", "C", "C", "C", "N", "O", "O", "C", "C", "C", "N", "C", "O", "C", "O", "C", "O", "C", "C", "C", "C", "C", "C", "H", "H", "H", "H", "H", "H", "H", "H", "H", "H", "H", "H", "H", "H", "H", "H", "H"],
  "xyz": [[-1.36936, 0.95862, -1.65423], [-2.20111, 0.40835, -1.08758], [-3.17173, -0.28908, -0.33218], [-4.49357, -0.34151, -0.75070], [-5.41593, -1.03232, 0.02071], [-6.79075, -1.09279, -0.40947], [-7.56873, -1.70513, 0.28840], [-7.07836, -0.52717, -1.44215], [-5.03377, -1.66628, 1.20132], [-3.72190, -1.61710, 1.62080], [-2.77045, -0.93150, 0.86332], [-1.44234, -0.84170, 1.21811], [-0.79226, -1.34886, 2.30982], [-1.29647, -2.00788, 3.18258], [0.69170, -0.98970, 2.30870], [1.05279, -0.22097, 1.17209], [1.62786, 0.99213, 1.37963], [1.86943, 1.41657, 2.47395], [1.91545, 1.67319, 0.07382], [3.38952, 1.45349, -0.31073], [3.71168, -0.03739, -0.52904], [4.55375, -0.08571, -1.80267], [3.94407, 1.02378, -2.65173], [3.73353, 2.15215, -1.64290], [-4.80845, 0.14542, -1.66181], [-5.78019, -2.19318, 1.77588], [-3.41471, -2.10360, 2.53186], [-0.84529, -0.33016, 0.57206], [1.27548, -1.91574, 2.31557], [0.92380, -0.42626, 3.22189], [1.73555, 2.74118, 0.20294], [1.26365, 1.27917, -0.70631], [4.00494, 1.85915, 0.49611], [4.22727, -0.47306, 0.32611], [2.78727, -0.59550, -0.68598], [4.51778, -1.06012, -2.28724], [5.59470, 0.15000, -1.57657], [2.98553, 0.69568, -3.05609], [4.58355, 1.32253, -3.48049], [4.65644, 2.72187, -1.53208], [2.94962, 2.83945, -1.95572]]
}

Record 3
{
  "formula": "C23H45BeCl3N2O4PSi",
  "method": "ωB97M-V with the def2-TZVPD basis set",
  "charge": -1,
  "e_above_lowest_kcal_mol": 73.4,
  "e_homo_ev": -4.20,
  "largest_force_ev_per_a": 6.42,
  "species": ["C", "C", "H", "H", "H", "C", "C", "H", "H", "H", "H", "Be", "Cl", "Cl", "C", "O", "N", "C", "C", "H", "H", "H", "H", "H", "H", "H", "H", "H", "C", "C", "N", "H", "C", "O", "H", "H", "H", "H", "O", "C", "C", "C", "H", "C", "H", "C", "H", "C", "C", "H", "H", "H", "Si", "Cl", "C", "C", "C", "H", "H", "H", "H", "H", "H", "H", "H", "H", "C", "P", "C", "C", "O", "H", "H", "H", "H", "H", "H", "H", "H", "H"],
  "xyz": [[0.36120, 3.37817, -1.45796], [-0.91981, 2.65425, -1.79488], [1.22742, 2.91941, -1.95497], [0.56730, 3.37209, -0.37799], [0.30707, 4.43221, -1.78598], [-1.49561, 2.68169, -3.01803], [-0.83750, 3.32620, -4.17979], [-2.54073, 2.38963, -3.16187], [0.17460, 2.91677, -4.35205], [-0.77797, 4.40871, -3.96751], [-1.44716, 3.15966, -5.07868], [-0.54327, 1.20300, 1.59672], [-0.93153, 1.53441, 4.86850], [-0.81673, 3.18997, 2.20268], [-2.10250, -0.23480, 3.31685], [-1.50108, -0.02463, 2.23957], [-2.24037, -1.42650, 3.89512], [-1.41435, -2.53841, 3.42282], [-2.89045, -1.56387, 5.19499], [-2.66689, 0.57004, 3.80084], [-0.34777, -2.25925, 3.47550], [-1.68178, -2.77176, 2.38205], [-1.61033, -3.40491, 4.05846], [-2.34166, -1.01529, 5.96886], [-2.94571, -2.61962, 5.46721], [-3.90278, -1.15288, 5.15605], [4.44626, 0.49706, -3.91741], [2.86007, -2.86771, -3.90874], [4.28187, -0.52056, -4.28710], [3.85730, -2.81341, -3.43707], [4.25002, -1.44603, -3.15793], [5.12647, -0.78529, -4.93425], [4.63164, -1.06798, -1.91050], [4.59867, -1.78201, -0.90623], [3.88375, -3.40397, -2.52498], [4.87174, 0.02275, -1.86277], [3.36181, -0.54628, -4.89408], [4.60482, -3.21972, -4.12884], [-0.76711, 1.30611, 0.17104], [-1.63698, 2.00629, -0.61978], [-3.26662, 0.54924, -1.99444], [-2.95228, 1.26812, -0.84324], [-2.57170, 0.53853, -2.84187], [-4.50972, -0.09295, -2.10412], [-1.92503, 2.91783, -0.07162], [-3.79804, 1.20705, 0.26231], [-4.75299, -0.56489, -3.05997], [-5.37319, -0.11811, -1.00502], [-5.00434, 0.52469, 0.18498], [-3.48180, 1.74176, 1.16914], [-6.34248, -0.61435, -1.09453], [-5.67753, 0.55942, 1.04845], [0.22589, -1.26448, -1.84707], [1.38035, 0.05221, -2.89048], [-0.91980, -1.67943, -3.25937], [-1.35256, -1.64199, -0.54170], [1.39049, -1.51474, -0.36426], [-1.87168, -2.07997, -2.88489], [-0.22774, -2.43452, -3.67282], [-1.07759, -0.79139, -3.91253], [2.01530, -2.31003, -0.78862], [0.84823, -1.85350, 0.53443], [2.00885, -0.64271, -0.06881], [-2.35550, -1.37675, -0.91704], [-1.24906, -1.23449, 0.48221], [-1.32064, -2.74844, -0.46194], [1.86852, -0.33485, 4.49747], [2.15034, 0.45358, 2.93795], [2.94387, 2.02052, 3.24633], [3.41555, -0.58478, 2.17183], [0.95029, 0.52761, 2.00108], [1.06991, 0.20140, 5.01783], [2.78523, -0.29853, 5.08675], [1.58512, -1.37753, 4.35206], [3.63736, 1.94482, 4.09200], [3.49536, 2.33951, 2.35661], [2.12690, 2.70253, 3.48725], [2.98734, -1.56343, 1.90425], [3.88589, -0.15206, 1.27854], [4.20754, -0.77846, 2.91506]]
}